Entry 1:
{"formula": "C27H44FN2O35PS9", "method": "ωB97M-V with the def2-TZVPD basis set", "gap_ev": 6.64, "multiplicity": 1, "e_lumo_ev": -2.2655, "smiles": "CC[C@H](F)C1=C([PH2]=S)C(=O)C(CN)=C(OC#N)C1=O.O=S1(=O)OCCO1.O=S1(=O)OCCO1.O=S1(=O)OCCO1.O=S1(=O)OCCO1.O=S1(=O)OCCO1.O=S1(=O)OCCO1.O=S1(=O)OCCO1.O=S1(=O)OCCO1", "homo_ev": -8.904, "symbols": ["C", "C", "C", "F", "C", "C", "P", "S", "C", "O", "C", "C", "N", "C", "O", "C", "N", "C", "O", "H", "H", "H", "H", "H", "H", "H", "H", "H", "H", "H", "H", "C", "C", "O", "S", "O", "O", "O", "H", "H", "H", "H", "C", "C", "O", "S", "O", "O", "O", "H", "H", "H", "H", "C", "C", "O", "S", "O", "O", "O", "H", "H", "H", "H", "C", "C", "O", "S", "O", "O", "O", "H", "H", "H", "H", "C", "C", "O", "S", "O", "O", "O", "H", "H", "H", "H", "C", "C", "O", "S", "O", "O", "O", "H", "H", "H", "H", "C", "C", "O", "S", "O", "O", "O", "H", "H", "H", "H", "C", "C", "O", "S", "O", "O", "O", "H", "H", "H", "H"], "coordinates": [[1.610, -0.432, -1.734], [1.237, -0.872, -3.168], [0.366, 0.139, -3.911], [0.825, 1.411, -3.562], [-1.139, 0.081, -3.625], [-1.962, 0.896, -4.315], [-1.393, 2.053, -5.631], [-2.640, 3.445, -6.151], [-3.431, 0.827, -3.967], [-4.186, 1.765, -4.016], [-3.974, -0.487, -3.490], [-5.422, -0.849, -3.718], [-6.206, -0.570, -2.493], [-3.131, -1.291, -2.851], [-3.556, -2.528, -2.340], [-2.990, -3.534, -2.930], [-2.623, -4.456, -3.504], [-1.728, -0.852, -2.610], [-1.159, -1.235, -1.615], [0.931, 0.345, -1.389], [2.650, -0.143, -1.643], [1.399, -1.282, -1.087], [2.170, -0.943, -3.721], [0.809, -1.874, -3.190], [0.510, 0.012, -4.988], [-1.136, 1.223, -6.743], [-0.163, 2.617, -5.274], [-5.520, -1.917, -3.887], [-5.863, -0.245, -4.506], [-5.901, -1.208, -1.762], [-5.960, 0.346, -2.127], [6.165, -4.172, -4.459], [5.709, -3.470, -5.718], [4.686, -2.567, -5.272], [5.027, -2.052, -3.798], [5.667, -0.790, -3.897], [3.894, -2.272, -2.976], [6.146, -3.154, -3.445], [5.468, -4.959, -4.165], [7.164, -4.589, -4.553], [5.311, -4.156, -6.460], [6.514, -2.881, -6.162], [8.432, -1.816, -1.246], [8.409, -0.341, -1.544], [9.709, 0.131, -1.161], [10.788, -1.030, -1.418], [11.423, -0.806, -2.665], [11.528, -1.222, -0.225], [9.752, -2.247, -1.600], [8.284, -2.006, -0.180], [7.687, -2.363, -1.817], [7.636, 0.184, -0.991], [8.282, -0.155, -2.612], [-1.610, 2.608, 0.341], [-1.608, 2.258, 1.815], [-0.265, 2.518, 2.236], [0.336, 3.732, 1.400], [0.210, 4.907, 2.189], [1.579, 3.335, 0.848], [-0.767, 3.766, 0.242], [-1.167, 1.810, -0.260], [-2.605, 2.834, -0.033], [-1.869, 1.221, 2.005], [-2.277, 2.912, 2.380], [-3.312, -6.491, -6.284], [-3.937, -5.148, -6.581], [-3.513, -4.844, -7.919], [-3.381, -6.200, -8.760], [-4.564, -6.393, -9.518], [-2.097, -6.229, -9.359], [-3.409, -7.215, -7.521], [-2.257, -6.391, -6.025], [-3.828, -7.025, -5.491], [-3.609, -4.378, -5.893], [-5.028, -5.204, -6.574], [1.292, 6.006, 5.487], [2.708, 6.208, 4.995], [3.498, 6.255, 6.192], [2.845, 5.297, 7.305], [3.512, 4.041, 7.279], [2.681, 6.026, 8.503], [1.420, 5.108, 6.598], [0.854, 6.939, 5.846], [0.650, 5.571, 4.725], [2.827, 7.123, 4.422], [3.046, 5.359, 4.397], [1.161, 4.439, 13.625], [0.763, 5.898, 13.564], [1.173, 6.327, 12.262], [1.040, 5.110, 11.224], [-0.194, 5.227, 10.533], [2.268, 4.971, 10.537], [0.889, 3.934, 12.315], [2.229, 4.324, 13.823], [0.594, 3.883, 14.367], [1.247, 6.498, 14.330], [-0.320, 6.018, 13.639], [-10.772, -4.116, -2.458], [-10.815, -2.632, -2.751], [-9.565, -2.136, -2.256], [-8.435, -3.253, -2.433], [-7.711, -2.995, -3.626], [-7.788, -3.439, -1.186], [-9.412, -4.492, -2.710], [-10.998, -4.324, -1.411], [-11.444, -4.687, -3.093], [-11.643, -2.130, -2.259], [-10.859, -2.437, -3.825], [2.470, 1.078, 5.456], [1.392, 1.147, 6.514], [0.218, 0.645, 5.854], [0.635, -0.471, 4.785], [0.464, -1.756, 5.359], [0.052, -0.123, 3.539], [2.199, -0.140, 4.741], [2.395, 1.911, 4.755], [3.469, 1.052, 5.881], [1.224, 2.157, 6.876], [1.616, 0.491, 7.358]]}

---

Entry 2:
{"formula": "C27H44InN3OP3", "method": "ωB97M-V with the def2-TZVPD basis set", "total_charge": 3, "gap_ev": [4.45, 4.21], "multiplicity": 1, "e_lumo_ev": [-10.8446, -11.0775], "homo_ev": [-15.291, -15.291], "de_lowest_ev": 4.610, "symbols": ["In", "P", "P", "P", "H", "C", "C", "H", "C", "C", "C", "C", "C", "C", "C", "C", "C", "H", "H", "H", "H", "H", "H", "H", "H", "H", "H", "H", "H", "H", "H", "H", "H", "H", "H", "H", "H", "H", "H", "H", "H", "H", "H", "H", "H", "H", "C", "C", "C", "C", "C", "C", "O", "H", "H", "H", "H", "H", "H", "N", "C", "C", "C", "C", "C", "C", "C", "N", "C", "C", "N", "C", "H", "H", "H", "H", "H", "H", "H"], "coordinates": [[-1.651, 2.467, -1.563], [2.827, -1.452, 0.504], [0.818, 3.005, -0.992], [-1.528, -1.900, -0.739], [-0.212, 3.169, -3.943], [-1.110, 2.616, -3.702], [-2.211, 3.540, -3.556], [-1.923, 4.592, -3.615], [4.040, -2.788, 0.244], [3.820, -0.110, 1.188], [1.720, -2.013, 1.809], [1.192, 4.730, -1.477], [1.298, 2.972, 0.767], [2.143, 1.998, -1.764], [-2.851, -2.557, -1.841], [-1.842, -2.966, 0.724], [-0.090, -2.862, -1.431], [-1.097, 1.525, -4.013], [-3.124, 3.419, -4.119], [4.262, -3.293, 1.200], [4.984, -2.386, -0.150], [3.670, -3.541, -0.461], [4.891, -0.334, 1.119], [3.569, 0.027, 2.241], [3.651, 0.832, 0.663], [2.197, -2.848, 2.332], [0.760, -2.339, 1.399], [1.532, -1.187, 2.500], [2.096, 5.084, -0.957], [0.370, 5.401, -1.186], [1.350, 4.834, -2.559], [1.969, 3.805, 1.019], [1.798, 2.038, 1.047], [0.409, 3.067, 1.396], [3.120, 2.511, -1.800], [1.860, 1.702, -2.779], [2.283, 1.062, -1.207], [-3.264, -3.473, -1.399], [-2.467, -2.763, -2.844], [-3.651, -1.811, -1.903], [-2.740, -3.563, 0.549], [-2.006, -2.326, 1.594], [-1.007, -3.641, 0.928], [-0.465, -3.812, -1.845], [0.645, -3.049, -0.631], [0.398, -2.262, -2.218], [-0.026, -0.765, -4.432], [0.660, -1.233, -5.604], [0.036, -2.197, -6.386], [-1.339, -2.384, -6.304], [-2.139, -1.574, -5.486], [-1.502, -0.719, -4.555], [0.593, -0.631, -3.319], [1.985, -0.975, -0.634], [1.723, -1.062, -5.635], [0.653, -2.760, -7.080], [-1.773, -3.220, -6.835], [-3.230, -1.661, -5.507], [-2.075, -0.174, -3.811], [0.698, 0.730, 9.792], [0.301, 0.692, 8.692], [-0.205, 0.666, 7.322], [-1.563, 0.396, 7.078], [-2.056, 0.407, 5.776], [-1.184, 0.686, 4.722], [0.185, 0.921, 4.942], [0.671, 0.912, 6.253], [-1.696, 0.726, 3.404], [-3.035, 0.587, 2.995], [-3.050, 0.757, 1.634], [-1.764, 0.996, 1.184], [-0.969, 0.947, 2.261], [-2.225, 0.191, 7.921], [-3.108, 0.204, 5.595], [0.874, 1.141, 4.132], [1.727, 1.089, 6.457], [-3.825, 0.394, 3.695], [-3.892, 0.724, 0.950], [0.115, 1.068, 2.251]]}

---

Question: What is the formula in the first record?
Answer: C27H44FN2O35PS9